1.
A cluster of 12 separate species, C16H40Br8N8O16 in total, computed with wB97M-V/def2-TZVPD.

The value obtained for the LUMO energy is -0.015 hartree. The energy above the lowest of the compared OMol25 structures with the same formula, charge and spin is 11.4 kcal/mol. As for the structure (SMILES): C[N+](=O)[O-].C[N+](=O)[O-].C[N+](=O)[O-].C[N+](=O)[O-].C[N+](=O)[O-].C[N+](=O)[O-].C[N+](=O)[O-].C[N+](=O)[O-].BrCCBr.BrCCBr.BrCCBr.BrCCBr. The HOMO-LUMO gap is 9.721 eV. The value obtained for the molecular weight is 1239.77 Da.

Atoms and positions in Å:
Br (0.59, -2.67, -3.59)
C (2.31, -3.37, -2.88)
C (3.40, -2.56, -3.51)
Br (5.06, -3.07, -2.59)
H (2.34, -4.43, -3.09)
H (2.19, -3.20, -1.82)
H (3.20, -1.50, -3.40)
H (3.56, -2.81, -4.55)
Br (0.69, 3.48, 0.00)
C (0.69, 5.37, -0.57)
C (-0.44, 6.05, 0.16)
Br (-0.29, 7.99, -0.06)
H (0.61, 5.39, -1.65)
H (1.65, 5.77, -0.29)
H (-0.37, 5.86, 1.22)
H (-1.42, 5.74, -0.21)
Br (-2.18, 0.37, -3.04)
C (-3.27, -1.03, -3.91)
C (-4.71, -0.60, -4.06)
Br (-5.65, -1.87, -5.21)
H (-3.28, -1.89, -3.23)
H (-2.79, -1.40, -4.81)
H (-4.75, 0.37, -4.56)
H (-5.25, -0.60, -3.12)
Br (-0.85, -5.73, 1.23)
C (0.74, -4.96, 0.33)
C (1.82, -6.02, 0.51)
Br (3.53, -5.57, -0.38)
H (1.00, -4.03, 0.82)
H (0.47, -4.81, -0.70)
H (1.45, -6.97, 0.13)
H (2.10, -6.12, 1.55)
C (0.21, -2.85, 3.75)
N (-1.06, -2.73, 4.53)
O (-1.89, -1.92, 4.13)
O (-1.18, -3.37, 5.55)
H (0.90, -2.20, 4.26)
H (-0.02, -2.61, 2.72)
H (0.56, -3.88, 3.75)
C (-2.21, 0.95, 2.98)
N (-2.92, 2.04, 3.72)
O (-3.60, 2.83, 3.08)
O (-2.78, 2.06, 4.93)
H (-1.85, 1.36, 2.04)
H (-2.91, 0.14, 2.84)
H (-1.34, 0.67, 3.55)
C (2.42, 1.63, 4.09)
N (2.19, 0.24, 3.54)
O (2.87, -0.68, 3.95)
O (1.36, 0.13, 2.65)
H (3.41, 1.68, 4.51)
H (1.59, 1.74, 4.79)
H (2.24, 2.22, 3.20)
C (0.06, 0.21, -0.35)
N (-0.08, -1.22, 0.01)
O (-1.00, -1.56, 0.74)
O (0.76, -1.98, -0.43)
H (-0.71, 0.82, 0.10)
H (0.07, 0.33, -1.42)
H (1.03, 0.47, 0.07)
C (3.38, 3.45, -3.44)
N (2.10, 2.75, -3.14)
O (1.10, 3.41, -3.27)
O (2.15, 1.63, -2.70)
H (4.24, 2.90, -3.07)
H (3.34, 4.38, -2.87)
H (3.38, 3.69, -4.50)
C (4.74, 0.32, -0.70)
N (4.88, 1.07, 0.57)
O (3.87, 1.29, 1.19)
O (5.96, 1.55, 0.83)
H (4.68, 1.06, -1.49)
H (3.83, -0.27, -0.63)
H (5.63, -0.28, -0.86)
C (-3.76, 3.59, 0.98)
N (-2.83, 2.93, -0.01)
O (-2.33, 3.63, -0.87)
O (-2.65, 1.74, 0.12)
H (-4.18, 4.44, 0.47)
H (-3.11, 3.82, 1.82)
H (-4.45, 2.81, 1.30)
C (-3.96, -1.55, -0.24)
N (-4.08, -3.05, -0.22)
O (-3.22, -3.70, -0.74)
O (-5.08, -3.51, 0.26)
H (-3.45, -1.26, 0.67)
H (-4.99, -1.22, -0.28)
H (-3.45, -1.31, -1.16)

Charges obtained by Mulliken population analysis, quoted in units of e: -0.1864, -0.4303, -0.2913, -0.2160, 0.5039, 0.0466, 0.1420, 0.4473, -0.0452, -0.6836, -0.6536, -0.1607, 0.4108, 0.5078, 0.3846, 0.2883, -0.0484, -0.7583, -0.4415, -0.1545, 0.3413, 0.5185, 0.3941, 0.2538, -0.1397, -0.2538, -0.6687, -0.1976, 0.1232, 0.3165, 0.4580, 0.3809, -0.0089, 0.9530, -0.5279, -0.5871, 0.1795, -0.3585, 0.3043, -0.1548, 0.9598, -0.6841, -0.5679, -0.1966, 0.3070, 0.1730, -0.7626, 0.8224, -0.5640, -0.3000, 0.3022, 0.3384, 0.2093, 0.3460, 1.0906, -0.4654, -0.5511, -0.6666, 0.1938, -0.0224, -0.8196, 0.8655, -0.5016, -0.3898, 0.2472, 0.2955, 0.3208, -0.1478, 0.9119, -0.5273, -0.5644, -0.0585, 0.0200, 0.3196, -0.7456, 0.8092, -0.5710, -0.2274, 0.3615, 0.3644, 0.2069, 0.0008, 1.0426, -0.5524, -0.6102, 0.0271, 0.4184, -0.4455

=====

2.
A structure of composition C16H40F12Li2N6O32S12, computed with wB97M-V/def2-TZVPD.

The value obtained for the LUMO energy is 0.108 hartree. The HOMO-LUMO gap is 5.397 eV. The value obtained for the molecular weight is 1455.17 Da. The charge is -4.

Atoms and positions in Å:
Li (8.20, -6.27, -7.28)
Li (6.01, -2.21, -6.04)
N (8.53, -9.35, -9.10)
S (7.71, -10.15, -10.38)
O (7.77, -11.61, -10.52)
O (7.40, -9.33, -11.56)
F (6.27, -10.02, -9.52)
S (9.78, -9.62, -9.82)
O (10.08, -9.04, -11.12)
O (10.44, -10.85, -9.42)
F (10.69, -8.58, -8.90)
N (8.95, -2.78, -8.34)
S (9.18, -2.38, -9.97)
O (10.17, -3.01, -10.79)
O (8.73, -1.09, -10.42)
F (7.86, -3.29, -10.26)
S (10.24, -1.98, -7.99)
O (10.24, -0.54, -8.18)
O (11.51, -2.67, -8.22)
F (10.12, -2.03, -6.39)
N (8.13, -6.97, -3.40)
S (6.79, -6.36, -2.46)
O (6.39, -4.98, -2.79)
O (6.54, -6.80, -1.08)
F (5.82, -7.28, -3.33)
S (9.05, -6.74, -2.15)
O (9.33, -7.99, -1.45)
O (9.13, -5.46, -1.49)
F (10.44, -6.51, -3.02)
N (15.12, 4.30, -10.97)
S (16.11, 3.15, -10.11)
O (17.40, 2.70, -10.66)
O (15.31, 2.12, -9.37)
F (16.51, 4.23, -8.96)
S (14.71, 3.21, -12.00)
O (13.84, 2.13, -11.64)
O (15.66, 3.07, -13.16)
F (13.58, 4.19, -12.72)
N (5.04, 2.86, -17.32)
S (5.24, 2.22, -15.93)
O (5.25, 0.79, -16.19)
O (4.86, 2.84, -14.65)
F (6.81, 2.54, -15.88)
S (3.28, 2.68, -17.24)
O (2.43, 3.84, -17.30)
O (2.69, 1.50, -16.65)
F (3.27, 2.26, -18.79)
N (2.61, -2.20, -7.40)
S (2.19, -1.51, -8.74)
O (0.77, -1.08, -8.68)
O (2.69, -1.90, -10.03)
F (3.08, -0.21, -8.33)
S (2.29, -3.83, -7.98)
O (3.52, -4.57, -7.98)
O (1.18, -4.10, -8.87)
F (1.72, -4.15, -6.52)
C (16.94, -3.91, -0.69)
O (17.06, -2.75, -1.45)
C (15.80, -2.33, -2.04)
C (16.01, -1.03, -2.85)
O (16.81, -0.11, -2.14)
C (16.18, 0.54, -1.01)
H (17.90, -3.93, -0.18)
H (16.86, -4.80, -1.31)
H (16.17, -4.02, 0.07)
H (14.93, -2.14, -1.41)
H (15.59, -3.12, -2.76)
H (15.08, -0.51, -3.07)
H (16.42, -1.20, -3.84)
H (15.17, 0.91, -1.21)
H (16.75, 1.41, -0.66)
H (16.03, -0.23, -0.26)
C (11.65, -3.11, -17.15)
O (10.38, -3.74, -17.33)
C (10.52, -5.17, -17.05)
C (9.15, -5.62, -16.51)
O (8.19, -5.19, -17.37)
C (6.98, -5.63, -16.88)
H (12.51, -3.62, -17.57)
H (11.93, -3.11, -16.10)
H (11.62, -2.13, -17.62)
H (11.31, -5.40, -16.33)
H (10.72, -5.69, -17.99)
H (9.00, -5.25, -15.49)
H (9.17, -6.69, -16.27)
H (6.21, -5.37, -17.60)
H (6.82, -5.22, -15.88)
H (6.88, -6.71, -16.91)
C (12.80, 7.25, -4.78)
O (12.11, 6.45, -5.72)
C (10.67, 6.61, -5.46)
C (9.92, 6.11, -6.75)
O (10.12, 6.89, -7.95)
C (9.69, 6.21, -9.18)
H (13.79, 7.53, -5.14)
H (12.70, 6.69, -3.85)
H (12.33, 8.20, -4.53)
H (10.29, 7.62, -5.32)
H (10.23, 6.16, -4.57)
H (8.88, 6.10, -6.45)
H (10.14, 5.04, -6.85)
H (8.61, 6.16, -9.31)
H (10.14, 5.23, -9.32)
H (10.06, 6.82, -10.01)
C (24.38, -3.04, -10.15)
O (23.01, -3.09, -10.61)
C (22.55, -4.18, -11.39)
C (21.01, -4.22, -11.65)
O (20.21, -4.01, -10.46)
C (18.86, -4.38, -10.60)
H (24.73, -3.92, -9.61)
H (24.30, -2.17, -9.50)
H (25.09, -2.57, -10.83)
H (22.90, -5.13, -10.98)
H (23.03, -4.12, -12.36)
H (20.76, -5.05, -12.31)
H (20.66, -3.48, -12.38)
H (18.37, -4.45, -9.63)
H (18.81, -5.42, -10.92)
H (18.31, -3.74, -11.29)

These are the Mulliken partial charges, in e, on atoms 1 to 99: 0.9685, 0.9570, -0.2040, 1.0529, -0.5466, -0.5105, -0.3443, 1.0708, -0.5226, -0.6101, -0.3785, -0.2833, 1.0272, -0.5261, -0.5190, -0.3052, 1.0754, -0.5360, -0.5884, -0.3159, -0.3021, 1.0430, -0.5763, -0.5438, -0.2420, 1.1175, -0.5951, -0.5419, -0.3484, -0.2401, 1.0288, -0.5640, -0.5226, -0.2790, 1.0460, -0.4891, -0.6277, -0.3528, -0.3125, 1.0953, -0.5628, -0.5984, -0.2779, 1.0694, -0.6150, -0.5084, -0.2899, -0.3537, 1.0776, -0.6181, -0.5247, -0.2970, 1.0545, -0.5396, -0.4968, -0.2768, -0.7663, -0.2886, -0.4987, -0.5208, -0.3534, -0.6786, 0.2566, 0.2978, 0.3176, 0.3193, 0.4323, 0.3609, 0.3186, 0.3095, 0.2337, 0.2607, -0.7917, -0.2732, -0.5387, -0.5357, -0.2878, -0.8012, 0.3114, 0.3263, 0.2462, 0.3932, 0.2634, 0.3585, 0.4071, 0.2719, 0.3331, 0.3187, -0.7704, -0.2350, -0.5798, -0.5373, -0.3348, -0.7000, 0.2578, 0.3051, 0.3074, 0.3314, 0.3878

=====

3.
A structure of composition C16H40HfNO11, computed with wB97M-V/def2-TZVPD.

The value obtained for the LUMO energy is -0.525 hartree. The HOMO-LUMO gap is 1.525 eV. The value obtained for the molecular weight is 600.98 Da. The charge is +3.

Atoms and positions in Å:
Hf (-2.66, -3.49, -2.42)
N (-0.38, -2.24, -1.22)
O (-1.50, -1.63, -1.41)
O (0.60, -1.73, -0.89)
O (-0.52, -3.51, -1.46)
C (0.73, -0.14, 7.16)
O (0.35, -0.46, 5.83)
C (1.40, -1.00, 5.05)
C (0.81, -1.43, 3.74)
O (0.36, -2.75, 3.85)
C (-0.54, -3.15, 2.84)
H (1.75, 0.26, 7.21)
H (0.73, -1.05, 7.77)
H (0.01, 0.59, 7.51)
H (1.85, -1.85, 5.57)
H (2.09, -0.16, 4.86)
H (1.57, -1.32, 2.95)
H (-0.01, -0.74, 3.49)
H (-0.11, -3.07, 1.83)
H (-1.47, -2.57, 2.90)
H (-0.71, -4.20, 3.04)
C (4.93, -2.63, -4.46)
O (4.59, -1.26, -4.43)
C (3.63, -0.90, -3.52)
C (3.96, -1.14, -2.03)
O (5.16, -0.68, -1.63)
C (5.35, 0.73, -1.71)
H (5.62, -2.78, -5.28)
H (4.07, -3.29, -4.59)
H (5.46, -2.88, -3.53)
H (2.64, -1.34, -3.75)
H (3.39, 0.16, -3.70)
H (3.99, -2.21, -1.82)
H (3.10, -0.72, -1.49)
H (4.49, 1.26, -1.26)
H (5.48, 1.03, -2.75)
H (6.20, 1.00, -1.09)
C (0.67, 1.04, -5.57)
O (0.42, 2.28, -4.93)
C (0.49, 2.31, -3.56)
C (-0.53, 1.45, -2.78)
O (-1.75, 2.07, -2.73)
C (-2.51, 2.00, -3.91)
H (1.72, 0.77, -5.38)
H (0.52, 1.16, -6.63)
H (0.01, 0.25, -5.19)
H (0.42, 3.35, -3.24)
H (1.50, 2.02, -3.20)
H (-0.19, 1.34, -1.75)
H (-0.57, 0.42, -3.16)
H (-2.78, 0.96, -4.15)
H (-1.91, 2.38, -4.76)
H (-3.40, 2.60, -3.82)
C (-5.89, 3.56, 3.74)
O (-5.12, 2.72, 2.92)
C (-5.00, 1.41, 3.37)
C (-4.25, 0.65, 2.32)
O (-2.97, 1.20, 2.25)
C (-2.05, 0.47, 1.48)
H (-5.96, 4.55, 3.31)
H (-5.48, 3.62, 4.76)
H (-6.91, 3.15, 3.83)
H (-5.99, 0.96, 3.57)
H (-4.47, 1.39, 4.33)
H (-4.78, 0.78, 1.36)
H (-4.24, -0.42, 2.55)
H (-2.26, 0.62, 0.41)
H (-2.11, -0.61, 1.66)
H (-1.05, 0.83, 1.73)

Charges obtained by Mulliken population analysis, quoted in units of e: 0.9219, 1.2224, -0.0407, -0.3703, -0.7040, -0.6616, -0.2152, -0.6201, 0.0296, -0.3084, -0.4131, 0.3411, 0.3128, 0.2489, 0.3770, 0.3947, 0.3334, 0.0421, 0.1335, 0.1673, 0.3277, -0.6837, -0.2846, -0.2908, -0.3682, -0.3023, -0.6315, 0.2952, 0.3219, 0.3126, 0.4054, 0.1453, 0.4676, 0.2899, 0.2898, 0.2976, 0.2726, -0.4785, -0.3007, -0.4588, 0.1080, -0.3132, -0.5806, 0.2058, 0.2983, 0.2499, 0.3574, 0.1861, 0.2672, 0.0948, 0.2428, 0.2801, 0.2931, -0.6727, -0.1745, -0.5681, -0.4710, -0.2927, -0.5024, 0.2633, 0.3258, 0.3275, 0.4431, 0.3525, 0.2825, 0.4227, 0.3169, 0.0800, 0.3596